ORCA calculation (the ωB97M-V functional and the def2-TZVPD basis) on a 8-piece molecular cluster, C39H80N16O10 overall.

Last column: Löwdin charge in e.
Geometry (Å):
C  -5.3672  -1.8573  -2.7205  -0.128
C  -6.1511  -0.7575  -3.5426  -0.255
C  -5.3419  -0.2077  -4.7931  -0.219
C  -4.8316  -1.3435  -5.7510  -0.211
C  -3.5806  -0.9587  -6.6325  -0.199
C  -2.3882  -0.2697  -5.8224  -0.192
C  -1.0586  -1.1334  -6.0518  -0.199
C  0.2314  -0.1864  -6.0002  -0.207
C  0.6340  -0.0260  -4.4693  -0.197
C  -0.0266  1.3219  -3.9375  -0.196
C  -0.3903  1.2752  -2.3977  -0.207
C  -1.9405  1.1195  -2.1076  -0.186
C  -2.1411  1.3604  -0.5369  -0.199
C  -3.3598  2.3238  -0.2262  -0.196
C  -3.4374  2.6109  1.3292  -0.194
C  -2.7103  3.9595  1.7509  -0.189
C  -2.3771  4.0441  3.2922  -0.173
C  -0.8414  3.8407  3.6601  -0.136
C  -0.0914  2.9004  2.6753  -0.132
C  0.9013  3.3950  1.7034  0.000
C  1.5939  2.5278  0.7389  -0.049
C  1.3021  1.0807  0.7166  -0.002
C  0.3565  0.6107  1.6936  -0.073
C  -0.3471  1.4722  2.6748  -0.016
C  -1.2682  0.5624  3.5434  -0.344
O  -2.2769  0.7972  4.1342  0.144
N  -0.5888  -0.7285  3.4079  -0.004
C  0.5605  -0.8421  4.3303  -0.160
C  0.7593  -2.2630  4.9585  -0.170
C  1.0046  -3.4173  3.9089  -0.154
C  2.4775  -4.0037  3.9148  -0.189
N  3.2928  -3.5793  2.7446  0.036
C  2.9351  -4.2641  1.5468  -0.513
C  2.5203  -3.4500  0.2572  -0.006
O  2.9327  -5.4748  1.4312  0.049
C  -0.2304  -0.7997  1.9923  -0.345
O  -0.3874  -1.6947  1.2159  0.132
H  -5.7352  -1.9767  -1.6730  0.041
H  -4.2672  -1.6520  -2.7814  0.066
H  -5.5879  -2.8448  -3.2184  0.070
H  -6.3038  0.1220  -2.8489  0.095
H  -7.1703  -1.1257  -3.8381  0.102
H  -4.5435  0.4651  -4.3936  0.088
H  -6.0706  0.4444  -5.3555  0.108
H  -5.6786  -1.5672  -6.4615  0.109
H  -4.5955  -2.3122  -5.2405  0.099
H  -3.8474  -0.3447  -7.5347  0.102
H  -3.1711  -1.9241  -7.0449  0.097
H  -2.5860  -0.2800  -4.7112  0.082
H  -2.2493  0.8173  -6.0799  0.105
H  -1.0353  -1.6750  -7.0299  0.080
H  -1.0396  -1.8972  -5.2240  0.106
H  -0.0847  0.8202  -6.3717  0.095
H  1.0575  -0.5644  -6.6560  0.090
H  1.7567  0.0220  -4.4206  0.102
H  0.3230  -0.9211  -3.8744  0.098
H  0.7763  2.1061  -4.0585  0.109
H  -0.8965  1.6533  -4.5523  0.087
H  0.1063  0.3676  -1.9612  0.103
H  -0.0261  2.2335  -1.9390  0.101
H  -2.1692  0.0279  -2.2787  0.102
H  -2.5845  1.7891  -2.7277  0.108
H  -1.2220  1.9066  -0.1780  0.086
H  -2.2513  0.3579  -0.0504  0.112
H  -3.2004  3.2353  -0.8546  0.112
H  -4.3154  1.7850  -0.4896  0.110
H  -3.0250  1.7178  1.8586  0.084
H  -4.5233  2.6826  1.5925  0.109
H  -3.4772  4.7650  1.5541  0.109
H  -1.8467  4.2045  1.0774  0.108
H  -2.9437  3.2822  3.8962  0.103
H  -2.6410  5.0912  3.6108  0.109
H  -0.3328  4.8455  3.5901  0.116
H  -0.7046  3.5031  4.7176  0.107
H  1.0962  4.4967  1.7554  0.119
H  2.3169  2.9880  0.0299  0.108
H  1.7639  0.3716  0.0004  0.115
H  1.5383  -0.5016  3.8779  0.139
H  0.3510  -0.1369  5.1877  0.132
H  -0.0634  -2.5666  5.6610  0.109
H  1.6872  -2.2152  5.6030  0.107
H  0.7627  -3.1461  2.8522  0.090
H  0.3162  -4.2675  4.1746  0.117
H  2.3817  -5.1216  3.8314  0.116
H  3.0262  -3.8084  4.8789  0.115
H  3.1037  -2.5848  2.5687  0.113
H  2.6052  -4.0753  -0.6685  0.093
H  3.0703  -2.4793  0.1633  0.063
H  1.4293  -3.2266  0.3860  0.068
C  5.1157  4.9343  1.5728  -0.694
O  4.2250  5.7604  1.4657  0.019
N  6.4369  5.2705  1.5476  0.144
N  4.8678  3.6047  1.7265  0.160
H  7.1817  4.6050  1.6341  0.090
H  6.6596  6.2434  1.4356  0.102
H  3.9038  3.3198  1.7496  0.068
H  5.5857  2.9099  1.8156  0.097
C  6.2364  -1.6580  -0.2838  -0.692
O  5.4144  -0.7883  -0.0190  -0.008
N  6.0568  -2.9622  0.0545  0.174
N  7.3985  -1.3987  -0.9376  0.157
H  6.7186  -3.6885  -0.1526  0.098
H  5.2093  -3.1944  0.5403  0.067
H  7.5710  -0.4466  -1.2058  0.101
H  8.0792  -2.1063  -1.1596  0.046
C  -6.8126  -4.3786  0.3115  -0.675
O  -6.5324  -3.7310  -0.6823  0.022
N  -7.6699  -3.9227  1.2681  0.148
N  -6.2930  -5.6149  0.5531  0.148
H  -7.9114  -4.4413  2.0913  0.091
H  -8.0737  -3.0141  1.1253  0.105
H  -5.6562  -5.9850  -0.1299  0.105
H  -6.5117  -6.1615  1.3645  0.091
C  -0.6781  5.7105  7.5729  -0.697
O  -0.3562  6.3772  6.6047  0.017
N  -1.5830  6.1381  8.4961  0.152
N  -0.1586  4.4735  7.8127  0.153
H  -1.8584  5.5989  9.2961  0.094
H  -1.9890  7.0453  8.3528  0.103
H  0.5122  4.1233  7.1526  0.097
H  -0.4113  3.9070  8.6020  0.083
C  -0.9494  0.0115  -10.0313  -0.678
O  -1.5849  0.3333  -9.0441  0.038
N  0.1350  -0.8126  -9.9694  0.156
N  -1.2657  0.4466  -11.2844  0.147
H  0.6705  -1.0886  -10.7707  0.092
H  0.3992  -1.1537  -9.0617  0.088
H  -2.0594  1.0561  -11.3703  0.104
H  -0.7535  0.1916  -12.1076  0.090
C  -1.9752  1.1409  9.3148  -0.703
O  -2.7520  2.0499  9.5548  0.017
N  -0.9992  0.7568  10.1878  0.144
N  -2.0105  0.4290  8.1544  0.157
H  -0.3521  0.0127  10.0064  0.091
H  -0.9391  1.2572  11.0568  0.102
H  -2.7156  0.6804  7.4825  0.106
H  -1.3787  -0.3200  7.9419  0.088
C  10.2320  -3.9238  -2.1651  -0.674
O  9.5416  -3.6421  -1.1954  0.012
N  11.3116  -4.7444  -2.0785  0.156
N  9.9791  -3.4411  -3.4121  0.157
H  11.8895  -4.9872  -2.8609  0.097
H  11.5298  -5.1207  -1.1727  0.109
H  9.1878  -2.8306  -3.5165  0.104
H  10.5348  -3.6621  -4.2169  0.097

Atoms 1-2, force components in eV/Å:
-0.71 -0.22 -1.00
0.57 0.50 0.62

strongest force on any atom	2.750	eV/A
E_HOMO	-9.24	eV
Kohn-Sham gap	9.163	eV
charge	0
structure (SMILES)	CCCCCCCCCCCCCCCCCCc1cccc2c1C(=O)N(CCCCNC(C)=O)C2=O.NC(N)=O.NC(N)=O.NC(N)=O.NC(N)=O.NC(N)=O.NC(N)=O.NC(N)=O